# 1
# C46H61MnN9O2P

C46H61MnN9O2P as an isolated structure (ωB97M-V/def2-TZVPD, the OMol25 dataset).

The energy relative to the best compared isomer or geometry (same formula, charge and spin) comes out at 3.057 eV. As for the total charge: +1. As for the total energy: -106805.4250 eV. The expectation value of S² is 8.7539. As for the maximum force: 0.8 eV Å⁻¹. The calculation puts the HOMO energy (spin up / spin down) at -7.28 / -7.31 eV. The molar mass comes out at 858.0 g mol⁻¹. The LUMO energy (spin up / spin down) comes out at -1.5 / -1.5 eV. The spin multiplicity is 6.

Cartesian coordinates (Å):
Mn1 0.145705 0.283206 0.792588
N1 -1.698562 1.582394 3.622519
C1 -1.042451 2.609561 2.877515
C2 -1.375519 3.918865 3.104140
C3 -0.979252 4.940206 2.239214
C4 -0.482280 4.499711 0.997694
C5 -0.129097 3.203627 0.797340
N2 0.022518 2.296745 1.945973
C6 -1.743259 0.266138 3.511756
C7 -2.621111 -0.457227 4.377987
C8 -2.722840 -1.804204 4.268968
C9 -1.946753 -2.483535 3.301861
C10 -1.109243 -1.739389 2.530995
N3 -0.969496 -0.380640 2.606763
H1 -2.352256 1.959889 4.287803
H2 -2.042820 4.143805 3.936620
H3 -1.234432 5.972550 2.426584
H4 -0.458276 5.175788 0.146262
H5 0.125440 2.807082 -0.170959
H6 -3.199220 0.089635 5.113217
H7 -3.390880 -2.351960 4.923069
H8 -1.997245 -3.557045 3.182056
H9 -0.486834 -2.230725 1.795821
C11 5.315505 0.762454 -0.116029
C12 5.229611 0.980924 -1.609519
C13 6.140672 0.317969 -2.432676
C14 6.194093 0.527532 -3.802018
C15 5.306576 1.417969 -4.389667
C16 4.375721 2.066914 -3.597871
C17 4.329537 1.853297 -2.223460
N4 3.369510 2.630830 -1.495635
C18 2.592371 2.213920 -0.424737
N5 2.611275 3.048941 0.634728
C19 2.520159 2.626034 2.000130
C20 1.326880 2.193783 2.577365
C21 1.385672 1.673637 3.872829
C22 2.568771 1.650623 4.586613
C23 3.721257 2.194646 4.040689
C24 3.707062 2.686979 2.744921
C25 4.939896 3.357055 2.182237
N6 1.815732 1.166119 -0.484741
C26 1.766120 0.490182 -1.764260
C27 2.550986 -0.637773 -1.999530
C28 2.535134 -1.287142 -3.226634
C29 1.742138 -0.790200 -4.247098
C30 0.959123 0.332151 -4.014558
C31 0.936839 0.978552 -2.780945
C32 0.022742 2.153997 -2.557989
H10 5.862531 -0.158765 0.087211
H11 4.346544 0.695650 0.381925
H12 5.870587 1.571348 0.365596
H13 6.844215 -0.367421 -1.971703
H14 6.932391 0.009716 -4.401387
H15 5.330249 1.597186 -5.457887
H16 3.653300 2.745512 -4.039853
H17 3.515194 3.625939 -1.566722
H18 3.256617 3.808926 0.509534
H19 0.487267 1.304493 4.341831
H20 2.582595 1.229803 5.585852
H21 4.638486 2.236550 4.617251
H22 5.793566 3.186100 2.835964
H23 4.792846 4.441239 2.120742
H24 5.208920 3.000258 1.185494
H25 3.237683 -0.970729 -1.230607
H26 3.161664 -2.156841 -3.388589
H27 1.737163 -1.267334 -5.219413
H28 0.337099 0.723231 -4.813370
H29 -0.555999 2.362001 -3.458217
H30 0.574602 3.059496 -2.293844
H31 -0.679736 1.952574 -1.748577
C33 2.378718 -1.664271 2.845688
C34 2.422679 -2.216880 1.440191
O1 1.341327 -1.635564 0.671071
H32 3.297937 -1.916924 3.375026
H33 1.532573 -2.063953 3.407872
H34 2.291543 -0.576036 2.821047
H35 2.306572 -3.299825 1.429476
H36 3.374723 -1.968584 0.967868
H37 1.507211 -1.761063 -0.274845
O2 -1.348806 -0.436455 -0.428394
P1 -2.515479 -1.287722 -0.850958
N7 -2.475607 -1.482402 -2.475824
C35 -3.246906 -2.480904 -3.228241
C36 -4.242633 -1.653497 -4.039205
C37 -3.437706 -0.393864 -4.410865
C38 -2.327106 -0.283472 -3.338715
N8 -2.439127 -2.793540 -0.206586
C39 -3.592578 -3.613051 0.220902
C40 -3.115678 -5.056144 0.045498
C41 -1.593301 -4.953479 0.174899
C42 -1.288588 -3.658638 -0.563293
N9 -3.878466 -0.540529 -0.358225
C43 -3.904690 0.230110 0.912739
C44 -5.278218 -0.074078 1.546377
C45 -5.958198 -1.089607 0.609412
C46 -5.254852 -0.889147 -0.731106
H38 -3.703382 -3.220949 -2.568809
H39 -2.571401 -3.010048 -3.907347
H40 -5.096580 -1.381576 -3.418962
H41 -4.616745 -2.190495 -4.909232
H42 -4.068928 0.492690 -4.430919
H43 -2.992019 -0.504246 -5.399514
H44 -2.403464 0.625097 -2.740189
H45 -1.341952 -0.293406 -3.799649
H46 -4.490323 -3.411254 -0.362580
H47 -3.823177 -3.404643 1.268110
H48 -3.376373 -5.427000 -0.947726
H49 -3.563305 -5.720317 0.782959
H50 -1.072075 -5.806267 -0.256482
H51 -1.307600 -4.865920 1.226123
H52 -1.240967 -3.833818 -1.642988
H53 -0.354033 -3.193132 -0.253875
H54 -3.795271 1.294672 0.704580
H55 -3.077854 -0.064831 1.550040
H56 -5.868357 0.839075 1.614033
H57 -5.168994 -0.470585 2.554505
H58 -7.033424 -0.930669 0.532257
H59 -5.793488 -2.107397 0.963978
H60 -5.710548 -0.063393 -1.283467
H61 -5.288087 -1.774873 -1.365811

Atoms 1-2, force components in eV/Å:
Mn -0.2 0.5 0.4
N -0.1 0.7 -0.2

---

# 2
# C46H62Br4CsFN4O5SSe

C46H62Br4CsFN4O5SSe as an isolated structure (ωB97M-V/def2-TZVPD, the OMol25 dataset).

The energy relative to the best compared isomer or geometry (same formula, charge and spin) comes out at 0.127 eV. As for the total charge: -2. As for the total energy: -424527.6139 eV. As for the maximum force: 1.5 eV Å⁻¹. The calculation puts the HOMO energy at -1.68 eV. The molar mass comes out at 1333.6 g mol⁻¹. The LUMO energy comes out at 3.4 eV.

Cartesian coordinates (Å):
Cs1 0.357254 0.438663 -0.168869
Br1 5.130179 2.010042 -6.047089
C1 3.549446 1.627196 -5.052683
C2 2.405462 1.198038 -5.683731
Br2 2.353421 1.012456 -7.579728
C3 1.265370 0.889140 -4.907383
Br3 -0.293286 0.154611 -5.717118
C4 1.196089 1.054659 -3.520429
O1 0.172558 0.779776 -2.812473
C5 2.416611 1.544973 -2.842601
O2 2.419671 1.687002 -1.571433
C6 3.542599 1.778151 -3.649432
Br4 5.124189 2.301510 -2.716983
C7 -3.827400 2.510131 3.029120
C8 -4.419464 1.435334 2.114590
C9 -3.730330 1.425261 0.750163
C10 -4.504300 0.053216 2.745806
C11 -5.780536 -0.464056 2.966189
C12 -5.972303 -1.728958 3.498305
C13 -4.860293 -2.512253 3.761634
C14 -3.567635 -2.045590 3.539310
C15 -2.426973 -3.032020 3.747174
C16 -1.515148 -3.153971 2.515136
C17 -1.590927 -2.784125 5.003750
C18 -3.375499 -0.721700 3.089269
N1 -2.078309 -0.216919 2.915569
C19 -1.539974 0.349556 4.003164
C20 -2.140211 0.611183 5.267696
C21 -1.435575 1.223095 6.298565
C22 -0.112206 1.612378 6.168412
C23 0.526111 1.362945 4.944421
C24 -0.177930 0.767591 3.939093
F1 0.447884 0.469778 2.761298
H1 -3.973028 3.493919 2.577113
H2 -2.758957 2.358027 3.172319
H3 -4.302905 2.506314 4.011150
H4 -5.461549 1.721468 1.928723
H5 -2.684243 1.139852 0.809322
H6 -3.780602 2.422316 0.306894
H7 -4.223620 0.719866 0.083176
H8 -6.640992 0.143539 2.707558
H9 -6.971328 -2.108672 3.677290
H10 -4.990404 -3.523410 4.138023
H11 -2.912776 -4.005163 3.885268
H12 -0.928513 -2.244971 2.398355
H13 -2.100017 -3.306455 1.606735
H14 -0.844599 -4.008031 2.649598
H15 -1.024357 -1.859325 4.931027
H16 -0.884053 -3.607120 5.138018
H17 -2.220624 -2.720719 5.892830
H18 -3.171320 0.328884 5.438342
H19 -1.953196 1.398540 7.236833
H20 0.421279 2.090031 6.979127
H21 1.563789 1.624220 4.775765
O3 -0.129151 3.160389 -1.092740
H22 -0.379819 2.487462 -1.745745
H23 0.822044 2.986016 -1.024187
O4 1.103577 -4.427657 0.252025
H24 0.372019 -4.488219 0.875545
H25 1.512942 -3.561256 0.434821
C25 3.069847 -1.961316 -5.684004
C26 2.848186 -3.037029 -4.621290
C27 2.341787 -2.501855 -3.357747
N2 1.957038 -2.089532 -2.362668
H26 3.460996 -2.412039 -6.594997
H27 3.767355 -1.201700 -5.339859
H28 2.128978 -1.469648 -5.921482
H29 3.768826 -3.577828 -4.390113
H30 2.125886 -3.776044 -4.980119
C28 5.351382 -3.172619 0.755555
C29 4.856983 -2.087024 -0.183289
S1 3.402020 -1.213919 0.461676
O5 2.592135 -2.219374 1.211778
C30 4.166987 -0.153235 1.709343
C31 4.855615 1.027961 1.029873
H31 6.143191 -3.754661 0.282248
H32 4.527942 -3.837081 1.014196
H33 5.747021 -2.747332 1.677846
H34 4.518806 -2.488443 -1.138497
H35 5.606272 -1.324475 -0.396650
H36 4.812493 -0.732836 2.369127
H37 3.299987 0.164947 2.290277
H38 5.777736 0.722548 0.535138
H39 5.107123 1.794862 1.761004
H40 4.201538 1.464204 0.270558
C32 -8.018038 -2.881602 -1.007688
C33 -7.209786 -4.162778 -1.169351
C34 -6.562385 -4.622190 0.135721
C35 -5.368009 -3.776296 0.569066
N3 -4.194166 -4.009516 -0.259114
C36 -3.638204 -3.120893 -1.132314
Se1 -4.376713 -1.553422 -1.687914
N4 -2.454537 -3.648475 -1.546030
C37 -1.440160 -2.946356 -2.327289
C38 -1.260338 -3.472854 -3.746588
C39 -2.439760 -3.239221 -4.692061
C40 -3.601350 -4.211284 -4.501715
C41 -2.251534 -4.872942 -0.926542
C42 -1.202324 -5.773187 -0.984311
C43 -1.302635 -6.914419 -0.201603
C44 -2.409422 -7.142502 0.615773
C45 -3.457209 -6.233917 0.678506
C46 -3.357789 -5.102598 -0.112894
H41 -8.450637 -2.571934 -1.959047
H42 -7.386869 -2.063729 -0.662663
H43 -8.831016 -3.022034 -0.290903
H44 -6.432793 -4.008767 -1.922664
H45 -7.859439 -4.960687 -1.541238
H46 -6.235775 -5.662270 0.042338
H47 -7.306020 -4.597386 0.938533
H48 -5.086549 -4.010226 1.598520
H49 -5.586673 -2.708342 0.536442
H50 -0.501716 -3.031416 -1.779158
H51 -1.733648 -1.895378 -2.361413
H52 -1.009420 -4.539808 -3.725789
H53 -0.391825 -2.940399 -4.141137
H54 -2.071980 -3.321612 -5.718205
H55 -2.787354 -2.211843 -4.569110
H56 -3.255086 -5.247430 -4.540883
H57 -4.350193 -4.078102 -5.283507
H58 -4.101568 -4.053422 -3.547874
H59 -0.319950 -5.562686 -1.568596
H60 -0.491899 -7.629681 -0.207955
H61 -2.444319 -8.037113 1.222939
H62 -4.306825 -6.394619 1.326930

Atoms 1-2, force components in eV/Å:
Cs -0.4 -1.1 0.9
Br -0.1 0.0 0.0